Here is a structure of composition C25H23BI2IrN10O from the Open Molecules 2025 dataset. Energies are from wB97M-V/def2-TZVPD.

The geometry in XYZ format:
```
63
C25H23BI2IrN10O (wB97M-V/def2-TZVPD)
H -0.89146 5.65236 1.19549
H -2.41462 1.42091 1.64768
H 2.14178 -3.43197 1.04962
N 1.38128 -1.54943 0.49915
C 1.69723 -2.83295 0.27321
H 0.09474 3.37094 1.26444
O -2.42573 -1.18414 -0.43318
H -2.29336 0.63711 -1.42927
C -0.35610 -0.32618 3.47228
H 2.34634 3.30116 -0.58429
C 3.45741 1.24039 1.68221
C -2.01006 4.40065 -1.74531
C 3.63597 2.45574 1.02465
N 2.38218 0.62742 1.18488
H 0.52050 -1.76761 -2.55664
N -1.48600 0.73737 -2.04811
C 2.58584 2.53630 0.13622
H 0.13200 -0.82888 4.28921
C -3.28962 -4.20832 -2.23410
C -1.05280 4.96753 0.37543
H -0.69138 2.15220 -3.38470
C -1.64187 0.83819 2.12330
N 1.82478 1.42466 0.24105
C -1.60472 -0.28858 -3.11013
C -2.56671 -1.97825 -1.37162
C 4.33784 -2.14405 3.71405
C -2.89332 -3.83236 -3.54235
H -2.61470 4.64235 -2.60864
Ir 0.08548 0.90705 -0.56503
H -0.62393 -0.40892 -3.57470
N 2.52974 -1.33328 2.73209
C -1.53164 2.09041 -2.68767
N 0.26875 -0.19604 2.29534
H -2.45275 2.20875 -3.26094
I -3.15998 -5.16258 -5.04174
N 2.32785 -1.18469 4.07116
C -3.13714 -3.30490 -1.18228
C 1.38944 -3.13823 -1.03809
C 3.76076 -1.88573 2.50356
H 4.03248 0.78425 2.47254
H 3.45834 -1.69450 5.73326
H 4.13404 -2.04869 1.50481
C 0.84893 -1.96694 -1.55323
C 3.39367 -1.68080 4.65729
H 4.42883 3.16627 1.17749
B 1.64791 -0.65283 1.74947
H -3.70930 -5.19273 -2.06723
C -2.17483 -1.64526 -2.74137
H -2.26789 6.30496 -0.78768
N 0.83770 -1.01780 -0.61463
H -2.05819 -2.27883 -4.76505
C -1.81680 5.32374 -0.72604
H 1.56317 -4.06626 -1.55316
C -1.59257 0.30622 3.39615
H -2.33016 0.38409 4.17483
H 5.29529 -2.59645 3.90339
C -0.49490 3.70591 0.42231
C -1.41514 3.16043 -1.64292
N -0.52235 0.51890 1.45265
C -2.34558 -2.55004 -3.75462
N -0.66085 2.82610 -0.57944
H -2.25411 0.11823 -3.89221
I -3.75967 -3.83240 0.65715
```

The lowest unoccupied orbital energy (spin up / spin down) comes out at -8.385 / -12.813 eV. The charge is +3. Its expectation value of S² is 6.039. The calculation puts the molar mass at 936.37 g/mol. The calculation puts the energy relative to the best compared isomer or geometry (same formula, charge and spin) at 0.0000 eV. Its multiplicity is 5.

=====

Here is the molecule C2H2OS at a distorted geometry from the Open Molecules 2025 dataset. Energies are from wB97M-V/def2-TZVPD.

The geometry in XYZ format:
```
6
C2H2OS (wB97M-V/def2-TZVPD)
H -1.50286 -1.41315 -1.03208
C -0.47782 -1.24625 -0.64030
C 0.57388 -1.06904 -0.07680
O 1.90376 1.04016 -0.48198
S 2.05995 -0.51863 0.46626
H 2.82365 1.39239 -0.75913
```

Its SMILES is C#CSO. The lowest unoccupied orbital energy comes out at -0.349 eV. The calculation puts the molar mass at 74.10 g/mol. The calculation puts the energy relative to the best compared isomer or geometry (same formula, charge and spin) at 2.0325 eV. Its multiplicity is 1.

=====

Here is a cluster of 2 separate species, CH2BrFO2S in total at a distorted geometry from the Open Molecules 2025 dataset. Energies are from wB97M-V/def2-TZVPD.

The geometry in XYZ format:
```
8
CH2BrFO2S (wB97M-V/def2-TZVPD)
O 0.58000 1.42689 -1.74078
Br 1.65039 -1.38695 -1.66629
H -1.37261 -1.14799 0.12406
F -2.22712 0.33794 0.93561
C -1.13367 -0.44366 0.87845
O 2.15906 1.13384 0.13737
S 1.07531 0.64072 -0.67761
H -0.73137 -0.56078 2.00920
```

The lowest unoccupied orbital energy (spin up / spin down) comes out at -1.354 / -3.101 eV. The calculation puts the molar mass at 176.99 g/mol. The calculation puts the energy relative to the best compared isomer or geometry (same formula, charge and spin) at 2.5955 eV. Its multiplicity is 1.

=====

Here is a structure of composition C20H24N2O4 at a distorted geometry from the Open Molecules 2025 dataset. Energies are from wB97M-V/def2-TZVPD.

The geometry in XYZ format:
```
50
C20H24N2O4 (wB97M-V/def2-TZVPD)
C 8.04170 2.07294 0.34689
H -5.55814 3.11982 -0.57911
H -2.69411 2.00185 -0.59190
C 3.83946 0.80871 0.57533
C -6.29213 2.61277 -0.46010
O -1.59637 0.40097 -0.08668
H -0.15417 -0.69166 -1.25070
H -0.50406 -0.69082 2.15126
H 6.69222 -1.43983 -1.08476
H 7.39057 2.97964 -0.21139
C -3.87842 -0.29215 0.09021
C 4.56014 -1.29046 -0.81361
H 0.65946 0.69792 0.41750
O 7.71876 0.82944 -0.25570
H 1.95364 -2.92291 -0.37021
H 0.99361 -2.08581 2.04336
H -8.20887 1.25584 -0.24190
H 7.81313 2.24877 1.23172
H 4.44489 -2.14799 -1.07316
C 5.22899 1.36636 0.26111
C -2.46148 -0.42300 0.15321
N -0.36855 -1.83198 0.30432
H -7.07258 2.57319 -1.23837
H 9.19937 1.95987 0.13826
H -6.94323 3.06773 0.36988
C 1.29392 -0.14478 0.68724
C 3.48036 -0.39128 -0.05098
C 0.26210 -1.91100 -1.13930
C -1.83448 -1.80626 0.13681
H 3.23302 1.56387 0.81103
H -4.28603 -2.26866 0.38329
C -6.10204 -1.10494 0.29819
C 0.36379 -1.04960 1.38609
H -2.23533 -2.57826 -0.53949
H -2.22931 -2.21787 1.23276
C -4.40830 1.16074 -0.14782
C -5.91089 1.31705 -0.06728
C -4.60968 -1.21389 0.13485
O -3.70067 2.17611 -0.21817
H 5.44267 2.33812 0.69888
C 5.90332 -0.73195 -0.72365
H -6.77767 -2.00547 0.19946
H 1.79621 0.27470 1.99005
H 2.11548 -1.71700 -1.92552
N 2.16117 -0.50148 -0.05916
C 1.64838 -1.72042 -0.96694
H -0.20223 -2.57200 -1.66057
O -7.93032 0.18706 0.03357
C -6.66470 0.11468 -0.12078
C 6.38740 0.62331 -0.19803
```

The lowest unoccupied orbital energy comes out at 0.381 eV. The calculation puts the molar mass at 356.42 g/mol. The calculation puts the energy relative to the best compared isomer or geometry (same formula, charge and spin) at 21.3937 eV. Its multiplicity is 1.

=====

Here is a cluster of 2 separate species, C3H8IN6 in total at a distorted geometry from the Open Molecules 2025 dataset. Energies are from wB97M-V/def2-TZVPD.

The geometry in XYZ format:
```
18
C3H8IN6 (wB97M-V/def2-TZVPD)
N 0.46185 0.16988 0.06725
C -2.98117 0.79728 0.32590
C -2.08467 1.56466 0.17844
I -4.56152 -0.32895 0.71971
N 0.93705 1.36612 0.25005
H -1.03727 -2.85687 -0.64545
H -1.47119 3.59348 0.18883
N 1.12111 -0.90120 -0.09350
H 2.03611 -0.98191 0.17999
H 0.59342 -1.85497 -0.45643
H 0.04514 -3.79284 -1.46737
H 2.49457 2.44637 0.68506
H 0.13546 -3.91947 0.16633
N 0.18860 2.43534 0.20791
C -1.06238 2.54167 0.25924
N -0.05621 -3.21778 -0.57300
H 2.90972 1.39454 -0.38263
N 2.33135 1.54467 0.38967
```

The lowest unoccupied orbital energy comes out at -4.404 eV. The charge is +1. The calculation puts the molar mass at 255.04 g/mol. The calculation puts the energy relative to the best compared isomer or geometry (same formula, charge and spin) at 6.4367 eV. Its multiplicity is 1.

=====

Here is a cluster of 7 separate species, C14H42O9 in total at a distorted geometry from the Open Molecules 2025 dataset. Energies are from wB97M-V/def2-TZVPD.

The geometry in XYZ format:
```
65
C14H42O9 (wB97M-V/def2-TZVPD)
H -4.04158 14.18098 -18.91360
C -1.99477 22.69900 -20.13794
H -1.38353 17.10333 -18.83058
C 10.53649 13.17553 -20.70458
H 0.12058 20.27706 -32.25915
O 5.79366 17.24809 -22.41218
H 0.09787 23.25995 -20.53557
H -3.55386 21.71652 -19.75111
H -1.93838 14.91220 -17.57275
H 0.98601 20.96965 -28.82982
C 9.33770 12.20241 -20.51330
O 1.68846 20.54667 -29.32907
H 1.08168 21.95421 -30.78287
H 10.66981 19.65619 -17.19915
O 5.83632 14.68509 -30.39806
H 9.98677 10.67289 -21.48730
H 6.81890 13.87279 -32.18706
H 11.08853 22.03757 -17.86666
H -3.27003 15.87381 -18.06743
H -0.85511 22.33991 -21.91128
C 6.83052 13.94249 -31.09935
C 1.39804 20.91903 -30.65470
H 11.84669 20.92669 -18.89447
C 11.51669 20.24745 -16.85086
H -2.30525 23.67509 -20.51071
H 7.93696 17.46716 -23.97064
O 9.74800 10.85560 -20.57559
O 12.96558 21.99819 -17.35937
O -0.13100 15.44350 -19.19627
H 7.71644 19.06809 -24.37289
H 5.07295 17.30050 -21.78017
H 6.93752 18.78081 -21.98807
H -0.27960 21.52921 -20.51895
H 5.49311 19.19620 -22.93002
H -0.22956 14.49174 -19.27414
H 11.01783 13.20817 -21.68199
H 5.82199 18.53004 -25.55282
H 2.25013 20.82817 -31.32833
H 0.46796 18.94486 -31.26523
H 13.11462 22.73025 -17.96227
H 12.36608 19.56812 -16.77915
C 8.17437 14.47357 -30.76633
H 8.64464 12.41862 -21.32633
C -2.43565 15.29523 -18.46388
C 11.87255 21.28034 -17.86376
H -1.67166 16.25780 -20.30344
C -1.38292 16.10312 -19.26382
H -1.76930 22.76422 -19.07351
C 7.12975 18.18180 -24.13126
C -0.62018 22.50683 -20.86007
H 8.77148 12.43870 -19.61237
H 10.09226 14.15131 -20.50808
O -2.92786 21.62055 -20.47258
O -3.15257 14.30479 -19.25410
H 11.28711 20.77220 -15.92349
O 6.44214 17.83575 -25.31835
C 0.24606 20.01059 -31.20970
H 8.15437 15.56029 -30.68427
H 11.32123 12.92228 -19.99173
H 6.28032 15.05317 -29.63061
H 8.43160 14.11561 -29.76943
C 6.32312 18.49518 -22.84190
H 6.93841 12.94815 -30.66606
H 8.94397 14.18398 -31.48184
H -0.67894 20.21244 -30.66958
```

Its SMILES is OCCO.OCCO.CCO.CCO.CCO.CCO.CCO. The lowest unoccupied orbital energy comes out at 0.539 eV. The calculation puts the molar mass at 354.48 g/mol. The calculation puts the energy relative to the best compared isomer or geometry (same formula, charge and spin) at 2.2413 eV. Its multiplicity is 1.